Model w:
C21H31N3O4S in the gas phase, computed with ωB97M-V/def2-TZVPD.

```
60
Properties=species:S:1:pos:R:3:nbo_charge:R:1
C -0.569 -3.109 2.927 -0.715
C 0.315 -3.717 1.870 0.702
O 0.372 -4.913 1.680 -0.599
N 1.047 -2.867 1.080 -0.469
C 1.164 -1.486 1.053 0.267
C 0.913 -0.542 2.042 -0.272
C 1.155 0.797 1.759 -0.164
C 1.627 1.180 0.522 -0.365
C 1.898 0.248 -0.470 -0.175
C 1.679 -1.080 -0.192 -0.052
C 1.931 -2.279 -1.053 -0.434
H 2.926 -2.259 -1.494 0.231
H 1.204 -2.334 -1.866 0.227
C 1.773 -3.445 -0.065 -0.031
C 3.117 -3.993 0.403 -0.616
H 2.957 -4.765 1.150 0.234
H 3.655 -4.427 -0.435 0.214
H 3.718 -3.196 0.837 0.205
H 1.170 -4.264 -0.466 0.233
H 2.299 0.584 -1.413 0.247
S 1.966 2.894 0.189 2.315
O 2.138 3.599 1.425 -0.931
O 2.977 2.985 -0.822 -0.937
N 0.525 3.376 -0.554 -0.883
H 0.747 3.977 -1.336 0.407
C -0.467 3.960 0.335 -0.228
C -1.804 4.174 -0.372 -0.503
C -2.590 2.890 -0.626 0.682
O -3.793 2.829 -0.473 -0.632
N -1.842 1.859 -1.061 -0.639
H -0.837 1.969 -1.083 0.420
C -2.401 0.537 -1.284 -0.052
C -1.610 -0.156 -2.394 -0.406
C -2.356 -1.355 -2.985 -0.407
C -2.112 -2.688 -2.271 -0.383
H -2.938 -3.358 -2.521 0.204
C -1.978 -2.603 -0.749 -0.403
H -2.100 -3.611 -0.347 0.215
H -0.970 -2.279 -0.492 0.182
C -2.970 -1.657 -0.071 -0.413
C -2.435 -0.230 0.042 -0.397
H -3.070 0.339 0.725 0.222
H -1.424 -0.250 0.463 0.190
H -3.168 -2.021 0.939 0.208
H -3.920 -1.656 -0.605 0.203
H -1.201 -3.148 -2.663 0.194
H -3.423 -1.128 -2.982 0.200
H -2.063 -1.479 -4.030 0.212
H -1.453 0.580 -3.186 0.217
H -0.629 -0.454 -2.020 0.193
H -3.433 0.699 -1.616 0.219
H -2.436 4.825 0.233 0.245
H -1.637 4.667 -1.333 0.221
H -0.106 4.910 0.748 0.209
H -0.585 3.262 1.167 0.209
H 1.004 1.553 2.513 0.243
H 0.572 -0.815 3.024 0.228
H -1.265 -3.876 3.257 0.250
H 0.029 -2.803 3.783 0.233
H -1.119 -2.257 2.539 0.228
```

LUMO level, eV: 0.318
HOMO energy, eV: -8.924
HOMO-LUMO gap, eV: 9.24
SMILES string: CC(=O)N1c2ccc(S(=O)(=O)NCCC(=O)NC3CCCCCC3)cc2C[C@H]1C

Model x:
C21H31N3O4S in the gas phase, computed with ωB97M-V/def2-TZVPD.

```
60
Properties=species:S:1:pos:R:3:nbo_charge:R:1
C 3.628 -2.636 5.969 -0.714
C 2.673 -2.976 4.848 0.695
O 2.494 -4.116 4.479 -0.600
N 2.051 -1.914 4.248 -0.464
C 1.240 -2.005 3.118 0.255
C 0.667 -3.131 2.546 -0.240
C -0.117 -2.956 1.414 -0.179
C -0.310 -1.696 0.884 -0.361
C 0.264 -0.566 1.446 -0.178
C 1.037 -0.731 2.572 -0.059
C 1.788 0.282 3.382 -0.421
H 1.191 1.164 3.607 0.228
H 2.682 0.606 2.843 0.226
C 2.145 -0.508 4.654 -0.027
C 1.131 -0.220 5.762 -0.616
H 1.214 0.815 6.083 0.217
H 0.124 -0.394 5.391 0.217
H 1.291 -0.862 6.624 0.212
H 3.156 -0.282 5.000 0.212
H 0.080 0.400 1.005 0.245
S -1.291 -1.524 -0.595 2.333
O -2.434 -2.380 -0.543 -0.927
O -1.484 -0.121 -0.847 -0.968
N -0.340 -2.092 -1.829 -0.875
H -0.423 -3.085 -1.969 0.412
C 0.988 -1.542 -1.997 -0.241
C 1.330 -1.330 -3.472 -0.497
C 0.697 -0.115 -4.160 0.682
O 1.169 0.309 -5.198 -0.644
N -0.381 0.406 -3.563 -0.640
H -0.725 0.043 -2.686 0.425
C -1.064 1.592 -4.053 -0.049
C -2.571 1.353 -3.913 -0.412
C -3.434 2.616 -3.901 -0.404
C -3.610 3.198 -2.498 -0.392
H -4.442 3.907 -2.511 0.202
C -2.380 3.918 -1.953 -0.390
H -2.189 4.813 -2.552 0.188
H -2.605 4.249 -0.935 0.202
C -1.116 3.060 -1.927 -0.413
C -0.535 2.835 -3.323 -0.409
H -0.725 3.718 -3.937 0.200
H 0.550 2.721 -3.261 0.215
H -1.325 2.105 -1.445 0.216
H -0.370 3.582 -1.321 0.201
H -3.878 2.387 -1.817 0.196
H -3.019 3.369 -4.573 0.196
H -4.426 2.355 -4.279 0.210
H -2.883 0.706 -4.736 0.215
H -2.749 0.805 -2.986 0.208
H -0.789 1.685 -5.110 0.229
H 2.410 -1.222 -3.586 0.238
H 1.032 -2.212 -4.043 0.228
H 1.742 -2.196 -1.537 0.202
H 1.003 -0.588 -1.463 0.215
H -0.604 -3.797 0.946 0.235
H 0.830 -4.107 2.970 0.262
H 4.016 -3.568 6.372 0.249
H 4.460 -2.047 5.588 0.230
H 3.138 -2.080 6.764 0.226
```

LUMO level, eV: 0.360
HOMO energy, eV: -8.927
HOMO-LUMO gap, eV: 9.29
SMILES string: CC(=O)N1c2ccc(S(=O)(=O)NCCC(=O)NC3CCCCCC3)cc2C[C@H]1C

Here is how they stack up, most stable first: model w, model x.